(1)
{"formula": "C4H10NO3", "method": "ωB97M-V/def2-TZVPD", "charge": -1, "fmax_ev_per_a": 3.7, "e_tot_ev": -11938.311, "elements": ["C", "C", "C", "N", "C", "O", "O", "H", "H", "H", "H", "H", "H", "H", "H", "H", "H", "O"], "positions_angstrom": [[-0.979, 0.946, -0.812], [0.262, 0.317, -0.266], [0.182, -1.226, -0.069], [0.562, 0.955, 0.983], [1.774, 0.931, 1.466], [2.253, 1.275, 2.563], [2.748, 0.430, 0.565], [-1.282, 0.450, -1.734], [-0.835, 2.019, -0.827], [-1.886, 0.583, -0.185], [1.039, 0.523, -1.030], [-2.422, 0.463, 0.431], [0.946, -1.532, 0.642], [-0.827, -1.413, 0.279], [0.349, -1.751, -1.007], [-2.925, -2.096, -0.911], [3.538, 0.400, 1.096], [-2.496, -1.275, -1.183]], "forces_ev_per_a": [[3.118, -0.046, -2.000], [0.271, -0.616, 1.515], [0.192, 0.787, -0.375], [-0.426, 0.568, 0.613], [0.807, -0.167, -0.106], [-0.739, 0.047, -0.235], [-0.336, -0.251, -0.636], [-0.611, 0.231, 0.155], [-0.785, 0.183, 0.319], [-0.920, -0.337, 0.414], [-0.237, 0.188, -0.173], [0.131, -0.654, -0.439], [-0.009, 0.102, 0.052], [0.001, -0.476, 0.077], [-0.250, -0.101, -0.063], [0.024, 0.097, -0.103], [0.454, 0.093, 0.359], [-0.686, 0.351, 0.627]]}

(2)
{"formula": "C32H46BrN3P2PdS", "method": "ωB97M-V/def2-TZVPD", "charge": 4, "multiplicity": 5, "fmax_ev_per_a": 2.7, "e_tot_ev": -141291.302, "s2": 6.06, "elements": ["N", "C", "C", "C", "C", "C", "C", "Pd", "P", "C", "C", "C", "C", "C", "C", "C", "Br", "H", "H", "H", "H", "H", "H", "H", "H", "H", "H", "P", "C", "C", "H", "H", "H", "H", "H", "C", "C", "H", "H", "H", "H", "H", "C", "C", "H", "H", "H", "H", "H", "C", "C", "H", "H", "H", "H", "H", "C", "C", "H", "H", "H", "H", "H", "C", "C", "H", "H", "H", "H", "H", "N", "C", "N", "C", "C", "C", "C", "C", "C", "S", "H", "H", "H", "H", "H", "H"], "positions_angstrom": [[-5.637, 3.634, -3.804], [-5.509, 4.043, -2.543], [-4.789, 3.326, -1.583], [-4.071, 2.162, -1.977], [-4.257, 1.734, -3.333], [-5.037, 2.516, -4.187], [-3.137, 1.531, -1.082], [-1.238, -0.190, -0.147], [4.060, -0.889, 0.481], [-1.926, 0.953, -1.613], [-0.624, 1.754, -1.795], [0.070, 1.564, -3.014], [1.253, 2.267, -3.246], [1.727, 3.214, -2.326], [0.957, 3.498, -1.177], [-0.146, 2.675, -0.862], [3.531, 3.690, -2.417], [-3.297, 1.561, 0.006], [-2.082, 0.329, -2.502], [-4.701, 3.753, -0.587], [-3.748, 0.852, -3.723], [-5.993, 4.988, -2.301], [-5.146, 2.216, -5.232], [-0.281, 0.845, -3.759], [-0.631, 2.680, 0.135], [1.796, 2.092, -4.159], [1.261, 4.302, -0.509], [-1.202, -2.327, -0.361], [4.689, 0.838, 0.549], [6.121, 0.981, 0.022], [4.632, 1.141, 1.606], [3.978, 1.439, -0.038], [6.450, 2.024, 0.104], [6.819, 0.372, 0.617], [6.210, 0.688, -1.035], [3.559, -0.998, -1.259], [4.606, -1.807, -2.042], [3.497, 0.037, -1.625], [2.561, -1.454, -1.323], [4.317, -1.866, -3.098], [5.600, -1.341, -1.985], [4.688, -2.832, -1.653], [2.784, -1.051, 1.754], [3.369, -1.831, 2.945], [1.912, -1.563, 1.320], [2.466, -0.043, 2.056], [2.616, -2.493, 3.382], [4.222, -2.446, 2.628], [3.723, -1.152, 3.730], [-0.661, -3.292, 1.093], [-1.475, -4.573, 1.298], [-0.690, -2.609, 1.966], [0.401, -3.539, 0.914], [-2.520, -4.371, 1.583], [-1.473, -5.203, 0.391], [-1.021, -5.161, 2.109], [0.200, -2.418, -1.521], [-0.056, -2.389, -3.022], [0.778, -3.301, -1.219], [0.752, -1.500, -1.243], [-0.828, -3.097, -3.346], [-0.332, -1.386, -3.365], [0.886, -2.650, -3.524], [-2.670, -2.991, -1.215], [-3.921, -2.510, -0.494], [-2.597, -4.084, -1.268], [-2.652, -2.618, -2.245], [-4.795, -2.506, -1.158], [-4.170, -3.138, 0.372], [-3.771, -1.483, -0.140], [-2.234, -1.917, 3.974], [-1.554, -0.764, 4.072], [-0.692, -0.264, 3.201], [-0.243, 0.996, 3.588], [0.621, 1.854, 2.880], [0.872, 3.140, 3.380], [0.244, 3.591, 4.550], [-0.591, 2.739, 5.289], [-0.827, 1.454, 4.809], [-1.852, 0.224, 5.512], [-2.836, -2.190, 4.749], [-2.292, -2.404, 3.085], [1.073, 1.491, 1.958], [1.567, 3.792, 2.842], [0.404, 4.616, 4.888], [-1.065, 3.045, 6.219]], "forces_ev_per_a": [[-0.052, 0.288, 0.103], [0.180, -0.259, 0.130], [0.101, 0.126, 0.128], [-0.808, -0.725, -0.413], [0.441, 0.663, 0.099], [0.541, -0.943, 0.095], [0.015, 0.496, -0.481], [0.590, 0.795, 1.711], [-0.343, 2.106, -0.611], [0.144, 1.890, -1.912], [-1.219, -1.941, 0.224], [0.759, 0.262, -0.029], [-0.882, -0.187, -0.073], [-0.478, -0.961, 0.660], [-0.475, -0.672, 0.430], [0.609, 1.106, 0.447], [-0.244, 0.487, -0.133], [0.202, 0.976, -0.366], [-0.130, 0.470, -0.124], [-0.012, -0.258, -0.063], [-0.286, 0.160, 0.090], [0.071, -0.253, 0.097], [-0.118, 0.128, 0.299], [0.048, 0.336, 0.224], [0.268, 0.674, -0.718], [0.165, -0.072, -0.111], [0.068, -0.337, 0.009], [0.238, -2.114, -1.245], [0.624, -0.384, 0.843], [0.353, 0.032, -0.123], [0.074, 0.045, -0.268], [0.007, -0.210, 0.139], [-0.126, -0.228, -0.030], [-0.222, 0.204, -0.243], [-0.045, 0.104, 0.363], [-0.168, -0.717, -0.123], [0.150, -0.227, -0.340], [0.027, -0.203, 0.125], [0.504, 0.053, -0.014], [0.136, 0.026, 0.255], [-0.320, -0.165, -0.056], [-0.020, 0.280, -0.149], [-0.336, -0.362, -0.077], [0.171, -0.152, 0.404], [0.237, 0.057, 0.058], [0.173, -0.216, -0.203], [0.168, 0.113, -0.042], [-0.277, 0.009, 0.275], [-0.038, -0.191, -0.228], [-0.061, 0.117, 0.361], [-0.018, -0.407, 0.217], [0.177, -0.473, -0.416], [-0.366, 0.141, 0.108], [0.297, -0.076, -0.185], [-0.024, 0.239, 0.451], [-0.169, 0.133, -0.279], [0.163, 0.221, 0.225], [0.082, -0.098, -0.281], [0.073, 0.193, -0.162], [0.209, -0.518, -0.124], [0.323, 0.119, 0.068], [-0.070, -0.179, 0.059], [-0.360, 0.045, -0.001], [0.060, -0.009, 0.337], [-0.632, -0.102, 0.157], [-0.029, 0.170, -0.018], [0.161, 0.026, 0.186], [0.235, -0.068, 0.196], [0.065, 0.185, -0.218], [-0.222, 0.007, 0.013], [0.653, 1.231, -0.203], [-0.779, -0.232, 1.246], [0.960, 1.504, -0.927], [-1.332, -2.024, -0.319], [0.599, 1.179, 0.034], [0.305, -1.692, -1.586], [-0.707, -0.083, 1.107], [-0.094, -0.251, 0.027], [-0.248, 0.363, 0.936], [0.391, 0.455, -0.276], [0.050, -0.121, -0.385], [0.066, -0.080, 0.443], [-0.070, 0.249, 0.179], [-0.325, -0.169, 0.222], [-0.003, -0.301, -0.012], [0.174, 0.198, -0.211]]}

(3)
{"formula": "C5H10O2", "method": "ωB97M-V/def2-TZVPD", "fmax_ev_per_a": 3.7, "e_tot_ev": -9434.904, "elements": ["C", "C", "O", "C", "C", "C", "O", "H", "H", "H", "H", "H", "H", "H", "H", "H", "H"], "positions_angstrom": [[1.365, -1.586, 0.685], [0.355, -1.113, -0.366], [-0.872, -1.763, -0.160], [0.113, 0.376, -0.409], [-1.180, 1.014, -0.936], [-0.831, 2.005, 0.277], [-0.216, 0.923, 0.916], [1.454, -2.671, 0.602], [2.364, -1.172, 0.512], [1.077, -1.388, 1.726], [0.793, -1.326, -1.360], [-1.518, -1.138, -0.543], [1.038, 0.911, -0.579], [-0.915, 1.525, -2.072], [-1.509, 0.375, 0.682], [-1.404, 2.286, 1.287], [-0.115, 2.740, -0.262]], "forces_ev_per_a": [[0.047, -0.109, 0.020], [0.475, 0.078, -0.168], [-0.183, 0.025, -0.200], [0.449, -0.199, 0.809], [1.354, 1.553, -0.136], [-0.772, 2.352, -0.167], [0.352, -2.617, 0.658], [-0.032, 0.041, -0.079], [-0.200, 0.078, -0.033], [-0.163, 0.228, -0.373], [-0.248, -0.286, 0.078], [-0.201, -0.405, 0.096], [0.473, 0.225, -0.742], [-1.692, -1.560, 2.911], [1.023, 0.000, -1.378], [-0.005, 1.222, -3.248], [-0.677, -0.626, 1.955]]}

(4)
{"formula": "BaClH20O14", "method": "ωB97M-V/def2-TZVPD", "charge": 1, "fmax_ev_per_a": 3.0, "e_tot_ev": -42196.672, "elements": ["Ba", "Cl", "O", "O", "O", "O", "O", "H", "H", "O", "H", "H", "O", "H", "H", "O", "H", "H", "O", "H", "H", "O", "H", "H", "O", "H", "H", "O", "H", "H", "O", "H", "H", "O", "H", "H"], "positions_angstrom": [[20.559, 11.517, -3.133], [24.013, 13.824, -3.023], [25.400, 13.288, -3.053], [23.796, 14.923, -4.007], [23.058, 12.697, -3.383], [23.695, 14.342, -1.657], [19.284, 11.707, -0.520], [19.756, 12.402, -0.097], [19.527, 10.936, -0.014], [20.756, 14.007, -4.477], [21.599, 13.790, -4.864], [20.178, 14.020, -5.273], [22.969, 9.931, -3.495], [23.678, 10.530, -3.682], [23.375, 9.403, -2.760], [18.704, 11.740, -5.474], [18.327, 12.144, -6.227], [18.346, 10.859, -5.450], [22.435, 11.433, -0.910], [21.917, 12.212, -0.623], [22.337, 10.750, -0.211], [20.530, 8.996, -1.620], [19.603, 8.802, -1.470], [20.877, 8.974, -0.740], [18.431, 13.417, -3.050], [17.999, 13.959, -3.755], [17.732, 13.141, -2.426], [20.932, 13.758, -1.193], [21.490, 14.548, -1.035], [20.094, 14.191, -1.090], [18.190, 9.847, -2.730], [17.895, 9.077, -3.250], [17.470, 10.415, -2.569], [21.528, 11.608, -5.756], [20.816, 11.433, -6.365], [22.351, 11.682, -6.261]], "forces_ev_per_a": [[1.328, 0.469, 0.015], [0.796, 1.121, 0.171], [-2.873, 0.962, -0.100], [0.455, -2.210, 1.528], [0.965, 1.208, 0.331], [0.237, -1.167, -2.121], [-0.796, -0.770, -0.754], [0.649, 1.200, 0.566], [-0.141, -0.506, 0.237], [-1.550, 0.088, -0.807], [1.105, 0.070, 0.036], [0.489, 0.145, 0.860], [-0.030, -1.640, 1.248], [0.583, 1.121, -0.356], [-0.811, 0.509, -0.944], [0.909, -0.465, 1.238], [-0.726, 0.752, -1.379], [-0.401, -0.553, -0.112], [-0.760, -0.732, 0.728], [0.670, -0.148, 0.084], [0.255, 0.881, -0.495], [-0.260, 0.180, -0.356], [-0.422, -0.108, -0.282], [0.774, -0.213, 0.703], [-0.994, 0.175, 0.017], [0.479, -0.665, 1.000], [0.256, 0.469, -0.493], [0.416, 0.873, 0.541], [0.847, -0.806, -0.468], [-1.254, 0.068, -0.255], [1.524, -1.431, -0.811], [-0.175, 0.531, 0.374], [-1.672, 0.808, 0.266], [0.512, -0.030, 0.090], [-0.188, -0.049, -0.477], [-0.194, -0.139, 0.177]]}